Formula: C29H34N8O6Pb
Source: the OMol25 dataset
Level of theory: ωB97M-V/def2-TZVPD

The geometry in XYZ format:
```
78
Properties=species:S:1:pos:R:3
Pb 13.11 12.32 14.15
O 14.25 11.83 18.25
C 14.05 12.32 17.16
N 13.15 11.91 16.28
C 12.13 11.07 16.89
C 10.75 11.22 16.16
C 9.60 11.03 16.93
C 8.36 11.16 16.32
C 8.32 11.60 15.01
C 9.52 11.91 14.34
N 10.72 11.76 14.95
C 14.92 13.51 16.73
C 16.04 13.80 17.52
C 16.80 14.92 17.23
C 16.38 15.74 16.14
C 15.34 15.33 15.38
N 14.60 14.24 15.62
H 12.12 11.45 17.93
H 12.53 10.07 16.92
H 9.63 10.67 17.97
H 7.35 11.09 16.82
H 7.38 11.83 14.54
H 9.58 12.39 13.40
H 16.16 13.20 18.37
H 17.61 15.19 17.92
H 16.77 16.71 16.01
H 15.12 15.84 14.46
O 11.17 19.17 10.24
C 12.36 19.10 10.05
C 13.04 19.45 8.80
C 12.29 19.53 7.75
C 12.85 20.12 6.66
C 14.19 20.60 6.66
C 15.04 20.61 7.73
C 14.31 20.09 8.89
O 14.91 20.21 9.96
N 11.95 20.63 5.64
O 11.33 19.77 5.09
O 11.88 21.82 5.47
H 13.07 18.68 10.81
H 11.30 19.22 7.60
H 14.63 20.99 5.74
H 16.02 21.03 7.76
C 14.71 9.38 11.44
N 14.04 8.40 12.24
C 14.30 7.03 11.91
C 13.03 8.85 13.04
O 12.97 10.05 13.33
N 12.15 7.91 13.54
C 11.50 8.13 14.79
C 11.61 6.80 12.68
H 14.12 10.28 11.40
H 14.80 8.98 10.47
H 15.69 9.55 11.87
H 15.33 6.76 11.79
H 13.87 6.71 10.95
H 13.90 6.44 12.66
H 11.33 9.18 14.99
H 12.08 7.65 15.54
H 10.51 7.70 14.76
H 11.92 6.93 11.67
H 10.52 6.90 12.81
H 11.98 5.82 13.05
C 18.47 11.72 11.63
C 17.41 11.49 12.67
C 17.45 10.50 13.60
C 16.22 10.62 14.28
N 15.54 11.60 13.81
N 16.19 12.11 12.76
C 15.77 9.92 15.55
H 19.20 10.84 11.54
H 19.03 12.56 11.79
H 17.98 11.79 10.64
H 18.30 9.84 13.73
H 16.01 12.98 12.33
H 16.32 8.95 15.56
H 14.72 9.65 15.45
H 15.99 10.36 16.45
```

Values from the calculation:
Orbital gap = 2.308 eV
Energy above the lowest of the compared OMol25 structures with the same formula, charge and spin = 432.1 kJ/mol
LUMO level = -10.49 eV
Charge = +2

Here are the Löwdin charges for atoms 1 to 5, given in e:
1. Pb 1.357
2. O 0.064
3. C -0.557
4. N -0.165
5. C -0.137

=====

Formula: C29H35Cl2CrN5O3SeSi2
Source: the OMol25 dataset
Level of theory: ωB97M-V/def2-TZVPD

The geometry in XYZ format:
```
78
Properties=species:S:1:pos:R:3
Cr -0.12 -0.41 -0.56
C -0.94 2.18 -3.81
C -0.27 1.28 -2.84
N -0.60 1.19 -1.60
N -1.56 2.02 -1.10
C -1.94 1.53 0.05
O -1.38 0.48 0.59
C -3.03 2.19 0.79
C -3.44 1.68 2.02
C -4.48 2.28 2.71
C -5.13 3.38 2.17
C -4.73 3.89 0.94
C -3.69 3.30 0.25
C 0.73 0.29 -3.24
C 1.19 0.19 -4.54
C 2.11 -0.80 -4.85
C 2.53 -1.66 -3.85
C 2.02 -1.50 -2.58
N 1.15 -0.54 -2.26
H -1.70 2.76 -3.30
H -1.43 1.59 -4.59
H -0.23 2.86 -4.29
H -2.94 0.80 2.40
H -4.79 1.87 3.66
H -5.96 3.83 2.70
H -5.25 4.73 0.51
H -3.38 3.66 -0.72
H 0.82 0.87 -5.29
H 2.47 -0.91 -5.87
H 3.23 -2.46 -4.05
H 2.32 -2.16 -1.79
C 2.68 -3.00 0.37
Si 3.00 -1.19 0.75
C 4.06 -0.32 -0.55
C 4.15 -1.33 2.24
C 1.40 -0.28 1.08
C 0.50 -1.26 1.77
C 0.38 -1.57 3.12
C -0.61 -2.46 3.51
C -1.47 -3.01 2.56
C -1.28 -2.66 1.24
N -0.31 -1.84 0.87
Si 1.58 1.37 1.93
C 0.01 2.07 2.67
C 2.25 2.58 0.66
C 2.77 1.45 3.39
H 3.47 -3.42 -0.26
H 1.72 -3.19 -0.12
H 2.68 -3.57 1.31
H 4.63 -1.04 -1.14
H 4.77 0.35 -0.06
H 3.46 0.28 -1.24
H 4.91 -2.09 2.03
H 3.61 -1.64 3.14
H 4.67 -0.40 2.47
H 1.04 -1.11 3.84
H -0.73 -2.71 4.56
H -2.27 -3.67 2.84
H -1.94 -3.03 0.46
H -0.67 2.47 1.92
H 0.26 2.88 3.36
H -0.54 1.30 3.23
H 1.68 2.51 -0.28
H 3.30 2.36 0.43
H 2.19 3.61 1.02
H 2.53 0.72 4.17
H 2.69 2.45 3.84
H 3.81 1.30 3.10
Cl -3.28 -2.85 -3.67
C -1.69 -3.46 -3.25
Cl -0.62 -3.50 -4.70
C -0.95 -2.65 -2.17
O 0.01 -3.23 -1.66
O -1.36 -1.47 -1.93
H -1.78 -4.48 -2.91
Se -4.09 -0.67 -0.93
C -5.64 0.19 -0.47
N -6.60 0.77 -0.17
```

Values from the calculation:
Multiplicity = 2
Orbital gap (alpha / beta) = 5.053 / 5.136 eV
Energy above the lowest of the compared OMol25 structures with the same formula, charge and spin = 0.0 kJ/mol
LUMO level (alpha / beta) = 1.51 / 1.59 eV
Charge = -1

Here are the Löwdin charges for atoms 1 to 5, given in e:
1. Cr 0.809
2. C -0.003
3. C -0.238
4. N -0.038
5. N 0.123

=====

Formula: C29H35Cl3N4O2P2Pt
Source: the OMol25 dataset
Level of theory: ωB97M-V/def2-TZVPD

The geometry in XYZ format:
```
76
Properties=species:S:1:pos:R:3
Pt 2.18 0.32 0.63
C -3.96 -2.92 -0.73
C -3.59 -2.07 -1.70
C -4.30 -0.79 -1.98
C -4.80 0.00 -0.74
C -3.88 0.04 0.45
C -3.96 -0.86 1.43
C -5.01 -1.95 1.41
C -5.19 -2.76 0.11
C 3.41 0.77 2.25
H -3.45 -3.87 -0.57
H -2.87 -2.39 -2.46
H -5.16 -0.99 -2.63
H -3.63 -0.14 -2.55
H -4.96 1.04 -1.07
H -5.80 -0.38 -0.47
H -3.24 0.92 0.52
H -3.37 -0.78 2.35
H -6.00 -1.55 1.67
H -4.77 -2.67 2.21
H -5.49 -3.78 0.40
H -6.03 -2.36 -0.48
H 3.99 -0.12 2.49
H 2.99 1.18 3.17
H 4.06 1.52 1.78
P 0.59 1.74 1.07
P 1.22 -0.20 -1.28
N -0.08 1.46 2.60
N 1.12 3.38 1.15
N 0.69 -1.83 -1.10
N 2.20 -0.41 -2.68
C -0.70 1.57 -0.18
C -0.18 0.94 -1.50
C 0.37 0.51 3.54
C -0.37 0.66 4.70
C -1.31 1.72 4.48
C -1.11 2.20 3.19
C 2.22 3.86 1.91
C 2.34 5.23 1.70
C 1.30 5.61 0.79
C 0.56 4.48 0.49
C 1.30 -2.77 -0.24
C 0.40 -3.81 -0.02
C -0.75 -3.55 -0.81
C -0.53 -2.36 -1.49
C 1.88 -1.20 -3.79
C 2.81 -0.98 -4.79
C 3.75 -0.04 -4.29
C 3.38 0.30 -3.00
H -1.14 2.56 -0.37
H -1.52 0.97 0.25
H -0.99 0.43 -2.04
H 0.21 1.74 -2.15
H 1.20 -0.15 3.32
H -0.24 0.09 5.62
H -2.05 2.09 5.18
H -1.58 2.99 2.63
H 2.83 3.19 2.49
H 3.07 5.88 2.14
H 1.10 6.61 0.42
H -0.30 4.33 -0.15
H 2.30 -2.61 0.13
H 0.54 -4.64 0.65
H -1.65 -4.14 -0.84
H -1.13 -1.80 -2.20
H 1.02 -1.86 -3.74
H 2.80 -1.43 -5.77
H 4.62 0.36 -4.83
H 3.86 0.93 -2.28
Cl 6.43 -1.29 -2.46
C 5.99 -1.46 -0.75
Cl 5.41 -3.11 -0.46
Cl 7.34 -1.09 0.32
C 4.84 -0.40 -0.43
O 5.09 0.80 -0.60
O 3.71 -0.91 -0.03
```

Values from the calculation:
Multiplicity = 5
Orbital gap (alpha / beta) = 3.927 / 3.488 eV
LUMO level (alpha / beta) = -6.07 / -9.83 eV
Charge = +2

Here are the Löwdin charges for atoms 1 to 5, given in e:
1. Pt 0.873
2. C -0.083
3. C -0.118
4. C -0.170
5. C -0.179

=====

Please write out number 1 again, unchanged.
Formula: C29H34N8O6Pb
Source: the OMol25 dataset
Level of theory: ωB97M-V/def2-TZVPD

The geometry in XYZ format:
```
78
Properties=species:S:1:pos:R:3
Pb 13.11 12.32 14.15
O 14.25 11.83 18.25
C 14.05 12.32 17.16
N 13.15 11.91 16.28
C 12.13 11.07 16.89
C 10.75 11.22 16.16
C 9.60 11.03 16.93
C 8.36 11.16 16.32
C 8.32 11.60 15.01
C 9.52 11.91 14.34
N 10.72 11.76 14.95
C 14.92 13.51 16.73
C 16.04 13.80 17.52
C 16.80 14.92 17.23
C 16.38 15.74 16.14
C 15.34 15.33 15.38
N 14.60 14.24 15.62
H 12.12 11.45 17.93
H 12.53 10.07 16.92
H 9.63 10.67 17.97
H 7.35 11.09 16.82
H 7.38 11.83 14.54
H 9.58 12.39 13.40
H 16.16 13.20 18.37
H 17.61 15.19 17.92
H 16.77 16.71 16.01
H 15.12 15.84 14.46
O 11.17 19.17 10.24
C 12.36 19.10 10.05
C 13.04 19.45 8.80
C 12.29 19.53 7.75
C 12.85 20.12 6.66
C 14.19 20.60 6.66
C 15.04 20.61 7.73
C 14.31 20.09 8.89
O 14.91 20.21 9.96
N 11.95 20.63 5.64
O 11.33 19.77 5.09
O 11.88 21.82 5.47
H 13.07 18.68 10.81
H 11.30 19.22 7.60
H 14.63 20.99 5.74
H 16.02 21.03 7.76
C 14.71 9.38 11.44
N 14.04 8.40 12.24
C 14.30 7.03 11.91
C 13.03 8.85 13.04
O 12.97 10.05 13.33
N 12.15 7.91 13.54
C 11.50 8.13 14.79
C 11.61 6.80 12.68
H 14.12 10.28 11.40
H 14.80 8.98 10.47
H 15.69 9.55 11.87
H 15.33 6.76 11.79
H 13.87 6.71 10.95
H 13.90 6.44 12.66
H 11.33 9.18 14.99
H 12.08 7.65 15.54
H 10.51 7.70 14.76
H 11.92 6.93 11.67
H 10.52 6.90 12.81
H 11.98 5.82 13.05
C 18.47 11.72 11.63
C 17.41 11.49 12.67
C 17.45 10.50 13.60
C 16.22 10.62 14.28
N 15.54 11.60 13.81
N 16.19 12.11 12.76
C 15.77 9.92 15.55
H 19.20 10.84 11.54
H 19.03 12.56 11.79
H 17.98 11.79 10.64
H 18.30 9.84 13.73
H 16.01 12.98 12.33
H 16.32 8.95 15.56
H 14.72 9.65 15.45
H 15.99 10.36 16.45
```

Values from the calculation:
Orbital gap = 2.308 eV
Energy above the lowest of the compared OMol25 structures with the same formula, charge and spin = 432.1 kJ/mol
LUMO level = -10.49 eV
Charge = +2

Here are the Löwdin charges for atoms 1 to 5, given in e:
1. Pb 1.357
2. O 0.064
3. C -0.557
4. N -0.165
5. C -0.137